Below is C4H6N2O2 in the gas phase in a non-equilibrium geometry, with properties calculated with ωB97M-V/def2-TZVPD.

```
14
Properties=species:S:1:pos:R:3:forces:R:3
C 0.7394 0.0147 -0.0698 -1.47 0.26 -0.44
C 1.9673 0.4604 -0.0714 2.00 1.69 0.57
C 0.4486 -1.4569 -0.0664 1.93 -1.03 0.58
C -1.5676 -0.3860 -0.0291 1.67 1.77 -1.18
H -0.5957 2.2295 0.8112 -0.26 -0.21 -1.08
H 2.7128 -0.2389 0.3108 0.03 0.09 -0.64
H 2.3292 1.4979 -0.2581 -0.73 -0.91 0.35
H 0.9582 -1.9498 -0.9650 -1.14 0.60 1.07
H 0.9189 -1.9441 0.8627 -0.91 0.55 -1.19
H -2.8743 0.9113 -0.0829 -0.09 -1.09 0.06
N -0.5141 0.6202 -0.1934 0.05 -2.09 -0.06
N -2.7877 -0.1287 -0.0338 -0.32 0.46 0.37
O -0.7845 1.9671 -0.1323 0.46 -0.27 1.28
O -0.9503 -1.5967 -0.0827 -1.20 0.17 0.30
```
Forces are in eV/Å.

Output
M = 114.10 g/mol
HOMO energy = -0.3212 Ha
spin multiplicity = 1
relative energy (zero: lowest compared OMol25 entry of this formula, charge and spin) = 82.4 kcal/mol
calculated total energy = -415.90924 Ha
Kohn-Sham gap = 9.268 eV
SMILES string = [H]/N=C1/OCC(=C)N1O
net charge = 0